# 1
DFT (wB97M-V/def2-TZVPD) results for a structure of composition C14H23N4O3PPdSTe in a non-equilibrium geometry.

Geometry as XYZ:
```
48
Properties=species:S:1:pos:R:3:nbo_charge:R:1
Te 2.78 1.57 0.42 -0.349
Pd 0.45 0.28 0.13 0.616
S -0.50 1.27 1.89 -0.118
P 1.62 2.73 -1.32 2.049
O 0.75 1.89 -2.19 -1.164
O 2.59 3.54 -2.30 -0.834
O 0.80 3.86 -0.53 -0.847
N -2.03 -0.03 3.59 -0.585
N -1.18 -1.38 1.96 -0.460
N 1.16 -1.17 -1.22 -0.444
N -0.43 -1.41 0.84 -0.232
C 2.08 -3.33 -2.65 -0.147
C -1.59 3.82 -0.96 -0.636
C 0.91 -2.41 -0.78 0.169
C -1.28 -0.18 2.49 0.298
C -0.28 4.52 -1.23 -0.065
C 3.49 4.53 -1.78 -0.065
C 1.37 -3.52 -1.48 -0.236
C 0.10 -2.51 0.44 0.214
C 1.82 -0.98 -2.36 0.085
C 4.54 4.82 -2.82 -0.621
C -0.09 -3.82 1.15 -0.679
C -1.65 -1.92 5.16 -0.618
C -2.64 -1.15 4.30 -0.216
C 2.30 -2.04 -3.11 -0.249
H 2.45 -4.18 -3.21 0.223
H -1.21 -1.28 5.92 0.205
H 1.16 -4.52 -1.11 0.227
H 3.94 4.15 -0.86 0.185
H -0.29 5.54 -0.85 0.183
H -2.01 0.87 4.03 0.405
H 2.84 -1.85 -4.03 0.231
H 0.85 -4.37 1.19 0.225
H 2.91 5.42 -1.53 0.177
H -2.41 4.35 -1.45 0.208
H -0.45 -3.63 2.16 0.258
H 4.07 5.15 -3.75 0.213
H 1.94 0.05 -2.66 0.258
H 5.13 3.92 -3.03 0.213
H -0.84 -2.31 4.54 0.218
H 5.21 5.60 -2.47 0.211
H -2.14 -2.76 5.65 0.211
H -1.79 3.78 0.11 0.216
H -0.06 4.55 -2.30 0.184
H -1.56 2.80 -1.35 0.233
H -3.09 -1.81 3.56 0.215
H -3.44 -0.74 4.91 0.199
H -0.83 -4.43 0.63 0.234
```

Output
E_HOMO, eV: -7.428
Total charge: 0
HOMO-LUMO gap, eV: 7.02
Electronic energy, Ha: -2127.58132
LUMO, Eh: -0.0149

---

# 2
DFT (wB97M-V/def2-TZVPD) results for a structure of composition C14H23N5NiO4PS2Te in a non-equilibrium geometry.

Geometry as XYZ:
```
51
Properties=species:S:1:pos:R:3:nbo_charge:R:1
Te 3.24 0.34 -2.59 -0.610
Ni 0.92 -0.67 0.81 1.115
S 2.94 -1.79 0.70 -0.315
S 0.80 1.89 0.46 -0.325
P 1.10 -0.63 -2.37 2.021
O -0.91 -1.16 1.43 -0.778
O 0.97 -1.98 -3.24 -0.835
O 0.39 -1.00 -1.07 -1.151
O -0.01 0.36 -3.04 -0.867
N -1.65 1.53 -0.55 -0.808
N 2.86 -0.17 2.86 -0.453
N -1.55 2.10 1.67 -0.596
N 4.93 -0.74 2.12 -0.815
N 1.50 -0.37 2.64 -0.293
C -2.66 -0.57 5.13 -0.326
C -1.41 -1.01 2.60 0.394
C 3.56 -0.82 1.98 0.268
C -3.36 -1.15 4.06 -0.204
C -2.76 -1.37 2.85 -0.280
C 0.75 -0.27 3.67 0.122
C -2.97 1.88 1.84 -0.436
C 0.75 -2.22 -5.61 -0.626
C 0.24 1.26 -4.11 -0.071
C 0.27 2.68 -3.59 -0.641
C 1.68 -2.29 -4.42 -0.073
C -1.33 -0.27 4.93 -0.149
C -0.90 1.83 0.53 0.346
C -0.68 -0.49 3.71 -0.262
H -4.40 -1.43 4.19 0.197
H 2.53 -1.60 -4.54 0.209
H -3.30 -1.82 2.02 0.207
H -2.55 1.12 -0.39 0.384
H -0.97 2.08 2.48 0.422
H -3.54 2.50 1.14 0.193
H -0.57 1.10 -4.83 0.166
H 1.28 -2.51 -6.52 0.200
H -1.14 1.14 -1.33 0.444
H -3.14 -0.40 6.08 0.201
H -0.74 0.13 5.75 0.197
H -3.25 2.16 2.85 0.220
H 0.99 2.76 -2.79 0.249
H 0.36 -1.21 -5.75 0.206
H -0.10 -2.89 -5.48 0.207
H 0.56 3.37 -4.39 0.200
H -3.23 0.83 1.70 0.211
H 2.08 -3.29 -4.28 0.175
H 1.20 1.00 -4.60 0.200
H 5.23 0.05 2.67 0.381
H -0.71 2.98 -3.22 0.200
H 5.44 -0.88 1.26 0.391
H 1.25 -0.04 4.61 0.187
```

Output
E_HOMO, eV: -4.061
Total charge: -1
HOMO-LUMO gap, eV: 6.68
Electronic energy, Ha: -4036.30076
LUMO, Eh: 0.0964

---

# 3
DFT (wB97M-V/def2-TZVPD) results for the molecule C14H23N5O3S in a non-equilibrium geometry.

Geometry as XYZ:
```
46
Properties=species:S:1:pos:R:3:nbo_charge:R:1
S -2.34 4.04 1.10 0.141
O -1.56 -0.50 -0.61 -0.646
O 0.83 0.25 -3.42 -0.632
O 1.21 0.69 2.86 -0.664
N 2.86 -5.47 -0.27 -0.513
N -0.19 -1.69 -2.74 -0.620
N 1.59 -4.75 -1.90 -0.459
N 0.38 0.32 0.17 -0.607
N -0.73 1.60 3.32 -0.593
C -0.21 1.42 1.00 -0.118
C 0.28 -2.95 -0.55 -0.415
C 0.13 2.81 0.35 -0.407
C -2.72 5.79 1.45 -0.730
C 0.21 -0.78 -3.67 0.700
C -0.17 -1.13 -5.13 -0.700
C 2.13 -4.46 0.25 -0.088
C 0.36 -1.63 -1.40 -0.122
C 0.14 1.18 2.41 0.628
C 1.44 -3.89 -0.81 0.070
C 2.46 -5.66 -1.56 0.165
C -0.34 -0.58 -0.56 0.681
C -0.53 4.08 0.85 -0.520
C -0.90 1.27 4.77 -0.420
H -3.71 6.10 1.01 0.234
H -1.21 -1.04 -5.23 0.223
H 0.23 -2.61 0.52 0.234
H -1.60 1.90 2.83 0.387
H 1.35 0.28 0.01 0.403
H -1.98 6.39 0.91 0.223
H 0.09 1.16 5.26 0.234
H -2.78 5.93 2.49 0.215
H 3.64 -5.87 0.17 0.413
H -1.32 0.24 4.92 0.202
H 1.22 2.80 0.61 0.223
H -0.21 4.22 1.86 0.213
H -0.74 -3.39 -0.74 0.227
H 1.97 -4.17 1.23 0.218
H 1.43 -1.40 -1.39 0.213
H -0.91 -2.42 -2.95 0.420
H -1.37 1.31 1.04 0.245
H 2.93 -6.36 -2.22 0.200
H -0.25 4.91 0.25 0.224
H 0.29 -0.43 -5.84 0.237
H 0.00 2.54 -0.72 0.245
H 0.16 -2.11 -5.18 0.220
H -1.58 2.07 5.24 0.214
```

Output
E_HOMO, eV: -8.718
Total charge: 0
HOMO-LUMO gap, eV: 9.43
Electronic energy, Ha: -1444.94244
LUMO, Eh: 0.0262
SMILES: CNC(=O)[C@@H](CCSC)NC(=O)[C@@H](Cc1c[nH]cn1)NC(C)=O

---

# 4
DFT (wB97M-V/def2-TZVPD) results for a structure of composition C14H24AlClF3NO6PS.

Geometry as XYZ:
```
52
Properties=species:S:1:pos:R:3:nbo_charge:R:1
Cl 0.43 4.84 0.60 -0.105
S -3.55 -0.19 0.12 -0.159
P -0.01 -0.73 2.51 1.310
Al 0.26 0.52 -1.39 1.913
F 4.24 0.50 -1.87 -0.316
F 5.32 3.31 -0.06 -0.314
F 6.47 1.59 -0.75 -0.313
O 1.34 -0.92 -3.73 -0.457
O 1.46 -2.83 -2.76 -0.269
O -1.39 0.92 -0.84 -0.985
O 0.91 0.65 2.41 -1.020
O 0.43 -0.66 -0.07 -1.025
O 1.13 -1.87 2.26 -1.014
N 1.82 -1.72 -2.67 0.409
C 5.25 2.11 -0.62 0.625
C 1.65 1.95 -1.50 -1.064
C -2.19 -2.72 1.64 -0.409
C -2.89 -4.05 1.32 -0.606
C -1.75 0.40 0.39 0.239
C 0.11 -0.26 -3.27 -0.681
C -0.73 -0.77 0.75 -0.047
C -1.51 2.94 1.05 -0.415
C 4.13 1.52 -0.99 0.261
C -1.89 1.52 1.48 -0.455
C -0.03 3.21 1.18 -0.341
C -1.68 -2.51 -0.90 -0.620
C 2.78 1.80 -0.44 -0.464
C -1.22 -2.24 0.55 -0.241
H -3.76 -3.90 0.68 0.204
H 2.88 2.73 0.13 0.230
H 0.27 3.14 2.23 0.212
H -3.18 -4.56 2.23 0.199
H -1.62 -2.88 2.56 0.200
H 0.56 2.47 0.66 0.221
H -0.32 -2.83 0.69 0.215
H -1.60 -1.61 -1.50 0.221
H -1.05 -3.26 -1.38 0.207
H 2.55 1.01 0.28 0.213
H -0.04 0.53 -4.00 0.195
H 2.12 1.93 -2.49 0.227
H -3.54 0.10 -1.18 0.148
H 1.84 0.42 2.38 0.495
H 1.52 -1.74 1.37 0.504
H 1.21 2.94 -1.37 0.229
H -1.88 3.17 0.05 0.233
H -2.19 -4.71 0.80 0.199
H -0.71 -0.97 -3.40 0.174
H -2.94 1.57 1.78 0.224
H -2.02 3.62 1.74 0.197
H -1.35 1.29 2.40 0.203
H -2.72 -2.81 -0.96 0.208
H -2.94 -1.97 1.90 0.205
```

Output
E_HOMO, eV: -5.433
Total charge: -1
HOMO-LUMO gap, eV: 8.18
Electronic energy, Ha: -2795.88818
LUMO, Eh: 0.1009

---

# 5
DFT (wB97M-V/def2-TZVPD) results for a structure of composition C14H24Cl3N2O3S4SbSe2SiW.

Geometry as XYZ:
```
55
Properties=species:S:1:pos:R:3:nbo_charge:R:1
W -0.78 -0.83 0.92 0.297
Sb 0.80 -1.54 4.32 1.426
Se 0.19 1.88 1.08 0.478
Se -0.01 2.99 4.36 0.307
Cl -4.60 -0.68 1.83 -0.376
Cl -2.00 0.38 -0.84 -0.413
Cl -3.07 2.04 2.56 -0.339
S -1.60 -1.20 3.34 -0.538
S 1.26 -1.40 1.94 -0.473
S 0.60 -3.65 4.98 -0.680
S 1.69 0.17 5.42 -0.688
Si -2.70 0.10 2.08 1.197
O 2.64 -0.07 -4.94 -0.592
O 1.08 3.12 -4.53 -0.726
O -1.41 -3.53 1.22 -0.506
N 0.51 -1.38 -0.94 -0.503
N 0.62 0.87 -4.49 -0.621
C 1.64 -0.01 -4.26 0.657
C -3.01 -2.74 -0.38 -0.749
C -0.91 4.55 3.63 -0.802
C 1.85 -3.03 -2.04 -0.249
C 2.04 -2.20 -3.12 -0.104
C 1.60 3.15 3.26 -0.584
C 1.43 -0.96 -3.11 -0.118
C 1.14 2.33 -0.56 -0.788
C -2.17 -4.75 1.35 -0.262
C 1.08 -2.59 -0.97 0.067
C -1.86 -2.49 0.53 0.284
C 0.78 2.00 -5.35 0.086
C 1.75 2.02 2.26 -0.572
C 0.68 -0.59 -2.01 0.056
H 1.85 1.07 2.78 0.258
H 1.56 4.13 2.77 0.217
H -3.14 -4.54 1.80 0.198
H 2.47 3.15 3.92 0.240
H -0.32 5.45 3.81 0.214
H 1.91 1.60 -0.79 0.220
H 2.29 -4.02 -2.00 0.237
H 0.42 2.41 -1.37 0.236
H -2.29 -5.24 0.39 0.183
H -1.10 4.42 2.57 0.218
H -0.15 2.17 -5.90 0.163
H 2.65 -2.48 -3.97 0.246
H 2.62 2.14 1.62 0.221
H -1.58 -5.37 2.02 0.224
H -2.73 -3.53 -1.10 0.235
H 0.92 -3.21 -0.10 0.231
H -1.86 4.64 4.15 0.229
H 1.59 3.31 -0.41 0.234
H 0.20 0.37 -1.95 0.226
H -3.29 -1.84 -0.92 0.264
H -0.21 0.83 -3.91 0.404
H 1.59 1.77 -6.04 0.198
H -3.87 -3.10 0.18 0.252
H 1.22 3.89 -5.09 0.475
```

Output
E_HOMO, eV: -8.031
Total charge: 0
HOMO-LUMO gap, eV: 6.88
Electronic energy, Ha: -9256.30138
LUMO, Eh: -0.0422